Entry 1:
Computed, not measured: the ion C22H18BrF2N2 with charge +1 at a distorted geometry, with wB97M-V/def2-TZVPD.

## Properties
**Kohn-Sham gap**: 6.30 eV
**Calculated total energy**: -3732.07011 hartree
**Net charge**: +1
**SMILES string**: Cc1ccc(C(c2ccc(C)c(F)c2)[C@@H]([N+]#N)c2ccc(Br)cc2)cc1F
**HOMO level**: -11.89 eV
**LUMO energy**: -5.594 eV

Cartesian coordinates (Å):
1 C 4.55 1.43 3.62
2 C 3.31 0.64 3.36
3 C 3.21 -0.72 3.66
4 C 2.01 -1.42 3.55
5 C 0.83 -0.82 3.09
6 C -0.49 -1.65 3.27
7 C -1.76 -0.84 3.36
8 C -2.98 -1.51 3.16
9 C -4.20 -0.88 3.22
10 C -4.25 0.49 3.46
11 C -5.53 1.22 3.55
12 C -3.05 1.15 3.66
13 F -3.12 2.48 3.97
14 C -1.81 0.54 3.61
15 C -0.66 -2.75 2.24
16 N 0.75 -3.51 2.06
17 N 1.49 -4.33 2.32
18 C -1.77 -3.91 2.17
19 C -2.59 -4.03 1.01
20 C -3.51 -5.06 0.89
21 C -3.67 -6.01 1.91
22 Br -5.02 -7.31 1.89
23 C -2.72 -6.01 2.95
24 C -1.77 -4.99 3.07
25 C 0.97 0.50 2.62
26 C 2.15 1.22 2.87
27 F 2.17 2.58 2.71
28 H 5.38 0.75 3.80
29 H 4.84 2.10 2.80
30 H 4.47 2.03 4.53
31 H 4.11 -1.22 4.00
32 H 2.01 -2.45 3.88
33 H -0.38 -2.07 4.28
34 H -2.99 -2.57 2.92
35 H -5.10 -1.47 3.10
36 H -6.36 0.51 3.51
37 H -5.62 1.76 4.49
38 H -5.66 1.93 2.73
39 H -0.92 1.15 3.80
40 H -0.79 -2.23 1.25
41 H -2.51 -3.31 0.19
42 H -4.19 -5.14 0.05
43 H -2.76 -6.79 3.70
44 H -1.00 -5.04 3.85
45 H 0.17 1.04 2.09


Entry 2:
Computed, not measured: a structure of composition C21H20BCoN3O2Se2Te2, with wB97M-V/def2-TZVPD.

## Properties
**Kohn-Sham gap (alpha / beta)**: 3.99 / 4.51 eV
**Calculated total energy**: -7873.73891 hartree
**Net charge**: -2
**⟨S²⟩**: 3.812
**HOMO level (alpha / beta)**: -0.12 / -0.63 eV
**2S+1**: 4
**LUMO energy (alpha / beta)**: 3.874 / 3.873 eV

Cartesian coordinates (Å):
1 Co -0.25 -2.42 -3.73
2 C -2.72 -3.64 -0.45
3 C -1.96 -3.68 0.71
4 C -0.66 -3.24 0.67
5 C -0.11 -2.78 -0.54
6 N -0.85 -2.73 -1.66
7 C -2.12 -3.16 -1.60
8 C 1.30 -2.38 -0.54
9 C 2.22 -3.16 0.15
10 C 3.58 -2.94 0.08
11 C 4.03 -1.88 -0.76
12 C 3.12 -1.10 -1.39
13 N 1.76 -1.26 -1.25
14 H -3.75 -3.98 -0.49
15 H -2.38 -4.03 1.65
16 H -0.06 -3.21 1.56
17 H -2.65 -3.14 -2.54
18 H 1.84 -4.02 0.69
19 H 4.27 -3.60 0.59
20 H 5.08 -1.71 -0.94
21 H 3.42 -0.29 -2.04
22 Se -2.04 -3.49 -5.28
23 Te -1.63 -5.95 -4.99
24 Te 0.34 -5.94 -3.06
25 Se 1.67 -3.98 -3.84
26 N 0.05 -0.50 -4.38
27 C 0.27 -0.51 -3.22
28 C -0.12 4.06 3.62
29 C -1.09 3.80 2.46
30 C -1.67 5.13 1.98
31 C -2.24 2.95 3.00
32 C -0.35 3.11 1.32
33 C 0.75 3.73 0.73
34 C 1.47 3.14 -0.32
35 C 1.06 1.91 -0.78
36 O 1.58 1.16 -1.77
37 B 0.83 -0.13 -1.75
38 O -0.29 0.09 -0.80
39 C -0.04 1.27 -0.20
40 C -0.75 1.85 0.83
41 H -0.63 4.54 4.46
42 H 0.70 4.71 3.31
43 H 0.32 3.13 3.97
44 H -2.22 5.63 2.79
45 H -2.36 4.97 1.15
46 H -0.89 5.80 1.63
47 H -2.74 3.48 3.82
48 H -1.89 1.99 3.38
49 H -2.99 2.75 2.23
50 H 1.07 4.70 1.09
51 H 2.32 3.64 -0.77
52 H -1.59 1.31 1.24


Entry 3:
Computed, not measured: a structure of composition C26H31N9O2S3SiTa, with wB97M-V/def2-TZVPD.

## Properties
**Kohn-Sham gap**: 5.66 eV
**Calculated total energy**: -3193.02733 hartree
**Net charge**: +3
**HOMO level**: -15.22 eV
**LUMO energy**: -9.566 eV

Cartesian coordinates (Å):
1 Ta 0.24 0.06 0.51
2 C 0.93 1.92 4.65
3 C 0.39 1.27 3.42
4 N 1.13 0.66 2.56
5 N 2.48 0.68 2.74
6 C 3.28 0.11 1.81
7 N 4.58 0.17 1.97
8 S 2.59 -0.72 0.46
9 C -1.04 1.32 3.07
10 C -1.98 1.90 3.89
11 C -3.33 1.85 3.54
12 C -3.69 1.18 2.39
13 C -2.69 0.64 1.59
14 N -1.39 0.73 1.90
15 H 1.32 2.92 4.41
16 H 0.17 2.04 5.42
17 H 1.73 1.32 5.09
18 H 2.87 1.29 3.44
19 H 5.03 0.56 2.79
20 H 5.18 -0.24 1.27
21 H -1.69 2.39 4.81
22 H -4.08 2.32 4.17
23 H -4.72 1.09 2.08
24 H -2.92 0.12 0.67
25 C -0.33 -6.97 -0.53
26 Si 0.06 -5.25 -1.12
27 C -1.13 -4.70 -2.44
28 C 1.83 -5.05 -1.63
29 C -0.22 -4.09 0.41
30 C -0.58 -4.58 1.67
31 C -0.79 -3.73 2.76
32 C -0.63 -2.38 2.59
33 N -0.28 -1.88 1.39
34 C -0.09 -2.71 0.34
35 S 0.31 -1.74 -1.09
36 H -0.26 -7.65 -1.39
37 H -1.34 -7.06 -0.14
38 H 0.37 -7.33 0.22
39 H -1.18 -5.47 -3.22
40 H -0.83 -3.77 -2.93
41 H -2.14 -4.58 -2.05
42 H 2.03 -5.70 -2.49
43 H 2.52 -5.36 -0.83
44 H 2.07 -4.03 -1.92
45 H -0.70 -5.64 1.80
46 H -1.07 -4.13 3.73
47 H -0.78 -1.67 3.39
48 N 2.94 5.89 -4.51
49 C 2.32 5.16 -3.58
50 C 1.21 5.68 -2.88
51 C 0.58 4.94 -1.92
52 C 1.06 3.65 -1.63
53 C 2.16 3.10 -2.32
54 C 2.78 3.85 -3.27
55 S 0.24 2.73 -0.50
56 O -0.78 3.45 0.20
57 O 1.22 1.98 0.41
58 N -0.33 1.29 -1.05
59 C -1.55 1.19 -1.75
60 N -1.83 2.08 -2.68
61 C -2.96 1.87 -3.35
62 C -3.77 0.77 -3.11
63 C -3.39 -0.07 -2.09
64 N -2.27 0.15 -1.38
65 H 2.62 6.81 -4.74
66 H 3.72 5.53 -5.02
67 H 0.85 6.68 -3.11
68 H -0.28 5.33 -1.39
69 H 2.51 2.10 -2.09
70 H 3.63 3.44 -3.81
71 H -3.21 2.61 -4.11
72 H -4.67 0.59 -3.68
73 H -3.98 -0.94 -1.81


Entry 4:
Computed, not measured: the ion CN4S2 with charge -2 at a distorted geometry, with wB97M-V/def2-TZVPD.

## Properties
**Kohn-Sham gap**: 5.33 eV
**Calculated total energy**: -1053.42729 hartree
**Net charge**: -2
**SMILES string**: [S-]c1nnn([S-])n1
**HOMO level**: 0.72 eV
**LUMO energy**: 6.054 eV

Cartesian coordinates (Å):
1 S -2.73 0.53 0.05
2 C -1.04 0.26 -0.01
3 N -0.58 -1.05 0.03
4 N 0.71 -1.04 0.03
5 N 1.21 0.13 -0.02
6 S 2.78 0.58 0.05
7 N -0.14 1.18 -0.07


Entry 5:
Computed, not measured: a cluster of 2 separate species, C14H17FNO2S3 in total at a distorted geometry, with wB97M-V/def2-TZVPD.

## Properties
**Kohn-Sham gap**: 4.57 eV
**Calculated total energy**: -2043.36166 hartree
**Net charge**: -1
**HOMO level**: -2.82 eV
**LUMO energy**: 1.751 eV

Cartesian coordinates (Å):
1 C -3.79 -0.53 -2.60
2 C -3.00 -1.82 -2.66
3 C -1.53 -1.67 -2.24
4 N -0.89 -0.51 -2.85
5 C 0.49 -0.38 -2.65
6 S 1.28 -1.45 -1.61
7 S 1.34 0.87 -3.39
8 C -1.60 0.77 -2.89
9 C -3.07 0.63 -3.27
10 H -4.77 -0.67 -3.07
11 H -3.98 -0.27 -1.55
12 H -3.45 -2.57 -2.00
13 H -3.03 -2.23 -3.67
14 H -1.48 -1.64 -1.14
15 H -0.98 -2.57 -2.55
16 H -1.52 1.33 -1.93
17 H -1.10 1.40 -3.64
18 H -3.14 0.53 -4.36
19 H -3.56 1.58 -3.01
20 F -1.59 2.99 1.67
21 S -0.10 2.99 0.99
22 C 0.63 1.71 1.91
23 C 1.94 1.39 1.89
24 C 2.51 0.33 2.71
25 C 3.90 0.08 2.76
26 C 4.41 -0.98 3.51
27 C 3.54 -1.81 4.25
28 C 2.17 -1.54 4.25
29 C 1.66 -0.48 3.50
30 O -0.33 2.62 -0.37
31 O 0.45 4.28 1.31
32 H -0.11 1.19 2.53
33 H 2.64 1.96 1.26
34 H 4.58 0.73 2.20
35 H 5.48 -1.17 3.54
36 H 3.93 -2.65 4.82
37 H 1.48 -2.15 4.83
38 H 0.60 -0.27 3.52


Entry 6:
Computed, not measured: a cluster of 2 separate species, C3H5O3 in total at a distorted geometry, with wB97M-V/def2-TZVPD.

## Properties
**Kohn-Sham gap**: 8.77 eV
**Calculated total energy**: -343.06261 hartree
**Net charge**: -1
**HOMO level**: -4.50 eV
**LUMO energy**: 4.271 eV

Cartesian coordinates (Å):
1 C 0.82 -1.68 1.82
2 C 0.12 -1.11 0.83
3 O -0.95 -1.58 0.17
4 H 1.24 -1.05 2.57
5 H 0.71 -2.75 1.98
6 H 0.23 -0.04 0.70
7 H -1.12 -0.89 -0.51
8 O 0.14 0.52 -1.57
9 C 0.06 1.71 -1.18
10 O -0.16 2.16 -0.04
11 H 0.23 2.44 -2.02


Entry 7:
Computed, not measured: a cluster of 9 separate species, C18H42N6O18S3 in total at a distorted geometry, with wB97M-V/def2-TZVPD.

## Properties
**Kohn-Sham gap**: 9.91 eV
**Calculated total energy**: -3587.81686 hartree
**SMILES string**: C[N+](=O)[O-].C[N+](=O)[O-].C[N+](=O)[O-].C[N+](=O)[O-].C[N+](=O)[O-].C[N+](=O)[O-].O=S1(=O)CCCC1.O=S1(=O)CCCC1.O=S1(=O)CCCC1
**HOMO level**: -9.94 eV
**LUMO energy**: -0.028 eV

Cartesian coordinates (Å):
1 C 1.46 5.21 0.41
2 N 1.93 5.91 1.69
3 O 3.04 5.82 2.07
4 O 1.02 6.49 2.26
5 H 1.28 5.96 -0.26
6 H 0.53 4.66 0.58
7 H 2.24 4.54 0.05
8 C 5.39 2.17 1.94
9 N 3.90 1.98 2.07
10 O 3.44 1.81 3.17
11 O 3.29 2.01 1.06
12 H 5.69 3.21 2.19
13 H 5.61 1.81 0.90
14 H 5.80 1.53 2.73
15 C 3.71 -2.91 1.72
16 N 4.01 -1.65 2.44
17 O 4.18 -0.66 1.77
18 O 4.03 -1.71 3.66
19 H 4.16 -3.71 2.34
20 H 4.04 -2.85 0.72
21 H 2.61 -2.85 1.70
22 C 3.30 -0.34 -2.78
23 N 3.68 -1.11 -4.01
24 O 3.79 -2.37 -3.91
25 O 3.73 -0.47 -5.03
26 H 3.98 0.53 -2.73
27 H 3.38 -1.09 -1.97
28 H 2.38 0.17 -2.99
29 C -3.56 1.74 0.68
30 N -3.72 0.34 0.14
31 O -3.10 -0.53 0.66
32 O -4.52 0.17 -0.76
33 H -3.08 1.62 1.66
34 H -4.46 2.30 0.57
35 H -2.92 2.16 -0.05
36 C 0.45 0.22 0.00
37 N 0.70 1.62 -0.41
38 O 1.47 1.87 -1.36
39 O 0.14 2.43 0.30
40 H 1.27 -0.26 -0.60
41 H -0.57 0.00 -0.16
42 H 0.60 0.25 1.09
43 O -2.19 1.51 -1.85
44 S -1.94 0.77 -3.11
45 O -0.61 0.22 -3.39
46 C -3.17 -0.48 -3.39
47 C -4.16 0.12 -4.32
48 C -3.38 0.89 -5.30
49 C -2.51 1.81 -4.47
50 H -3.60 -0.84 -2.49
51 H -2.63 -1.27 -3.84
52 H -4.69 -0.72 -4.78
53 H -4.87 0.75 -3.77
54 H -4.06 1.40 -6.04
55 H -2.77 0.19 -5.82
56 H -3.02 2.63 -3.93
57 H -1.61 2.28 -4.89
58 O 0.31 -1.46 2.50
59 S -0.45 -1.03 3.68
60 O -1.44 -1.89 4.26
61 C 0.60 -0.41 5.02
62 C 0.38 1.11 4.99
63 C -0.04 1.45 3.62
64 C -1.10 0.53 3.20
65 H 1.58 -0.68 4.68
66 H 0.30 -1.01 5.87
67 H -0.43 1.37 5.69
68 H 1.29 1.63 5.29
69 H 0.83 1.41 3.00
70 H -0.45 2.48 3.61
71 H -1.46 0.50 2.19
72 H -2.00 0.66 3.74
73 O -3.73 -5.62 -0.79
74 S -2.31 -5.38 -0.90
75 O -1.32 -6.40 -1.06
76 C -1.97 -4.21 -2.26
77 C -1.79 -2.92 -1.53
78 C -1.02 -3.16 -0.26
79 C -1.82 -4.26 0.42
80 H -2.85 -4.29 -2.93
81 H -1.12 -4.64 -2.79
82 H -1.25 -2.20 -2.14
83 H -2.75 -2.52 -1.24
84 H -0.95 -2.27 0.32
85 H 0.03 -3.42 -0.31
86 H -2.85 -3.94 0.69
87 H -1.30 -4.74 1.29


Entry 8:
Computed, not measured: an isolated molecule of C3H4O2 at a distorted geometry, with wB97M-V/def2-TZVPD.

## Properties
**Kohn-Sham gap**: 8.60 eV
**Calculated total energy**: -266.99522 hartree
**HOMO level**: -8.08 eV
**LUMO energy**: 0.526 eV

Cartesian coordinates (Å):
1 C 0.01 0.06 0.73
2 C -0.68 0.52 -0.35
3 C 1.00 -0.56 -1.38
4 O 0.24 0.47 -1.46
5 O -0.38 -0.30 1.91
6 H 1.04 -0.24 0.39
7 H -1.64 0.79 -0.55
8 H 1.96 -0.35 -1.93
9 H -1.33 -0.38 2.13


Entry 9:
Computed, not measured: an isolated molecule of C4H6O2, with wB97M-V/def2-TZVPD.

## Properties
**Kohn-Sham gap**: 10.03 eV
**Calculated total energy**: -306.45535 hartree
**SMILES string**: C=C(O)CC=O
**HOMO level**: -9.24 eV
**LUMO energy**: 0.790 eV

Cartesian coordinates (Å):
1 C -0.44 0.05 -1.45
2 C -0.69 -0.21 -0.17
3 O -1.63 -1.09 0.29
4 C 0.08 0.40 0.99
5 C 1.56 0.28 0.67
6 O 2.25 -0.62 1.08
7 H 0.31 0.78 -1.72
8 H -0.96 -0.47 -2.25
9 H -2.10 -1.46 -0.47
10 H -0.21 1.45 1.13
11 H -0.14 -0.16 1.90
12 H 1.98 1.06 0.01


Entry 10:
Computed, not measured: a structure of composition C16H16N4OPtS, with wB97M-V/def2-TZVPD.

## Properties
**Kohn-Sham gap**: 3.89 eV
**Calculated total energy**: -1431.05962 hartree
**Net charge**: -2
**HOMO level**: 1.12 eV
**LUMO energy**: 5.007 eV

Cartesian coordinates (Å):
1 Pt 0.10 0.25 0.54
2 N -0.89 -3.84 1.57
3 C -0.36 -2.61 1.15
4 S -1.37 -1.22 1.30
5 N 0.83 -2.64 0.66
6 N 1.26 -1.38 0.21
7 C 2.32 -1.44 -0.51
8 C 3.05 -0.33 -1.07
9 C 4.17 -0.65 -1.86
10 C 4.99 0.30 -2.43
11 C 4.68 1.65 -2.19
12 C 3.60 2.01 -1.43
13 C 2.71 1.04 -0.84
14 O 1.73 1.46 -0.16
15 H -1.46 -3.74 2.40
16 H -0.15 -4.51 1.71
17 H 2.71 -2.44 -0.72
18 H 4.38 -1.71 -2.03
19 H 5.84 0.01 -3.04
20 H 5.32 2.43 -2.61
21 H 3.35 3.05 -1.25
22 C -3.10 1.12 2.36
23 C -3.03 2.44 1.67
24 C -4.04 3.37 1.85
25 C -4.06 4.62 1.22
26 C -2.99 4.90 0.36
27 C -1.96 4.02 0.14
28 C -0.85 4.35 -0.82
29 C -1.88 2.71 0.80
30 N -0.81 2.00 0.57
31 H -3.95 1.09 3.06
32 H -2.18 0.91 2.92
33 H -3.21 0.30 1.66
34 H -4.86 3.10 2.52
35 H -4.86 5.33 1.40
36 H -2.97 5.85 -0.17
37 H -0.89 5.41 -1.12
38 H -0.91 3.73 -1.73
39 H 0.12 4.10 -0.39


Entry 11:
Computed, not measured: a cluster of 3 separate species, C3H9N3S in total at a distorted geometry, with wB97M-V/def2-TZVPD.

## Properties
**Kohn-Sham gap**: 9.18 eV
**Calculated total energy**: -681.84417 hartree
**HOMO level**: -9.11 eV
**LUMO energy**: 0.074 eV

Cartesian coordinates (Å):
1 C -2.14 1.69 -0.18
2 C 0.58 -0.54 0.63
3 C 0.94 -0.28 -0.91
4 H -2.71 0.83 0.34
5 H -2.49 2.73 -0.25
6 H -1.89 1.29 -1.26
7 H -0.53 -0.11 2.14
8 H 0.58 -1.84 2.07
9 H 0.00 -0.30 -1.48
10 H 1.60 0.64 -1.30
11 H 1.68 -2.66 -0.35
12 H 3.01 -0.53 -1.29
13 N -0.64 0.15 1.19
14 N 1.10 -1.54 1.23
15 N 1.66 -1.45 -1.60
16 S -0.75 1.93 1.02


Entry 12:
Computed, not measured: an isolated molecule of C6H6O2S at a distorted geometry, with wB97M-V/def2-TZVPD.

## Properties
**Kohn-Sham gap (alpha / beta)**: 6.47 / 7.27 eV
**Calculated total energy**: -780.62232 hartree
**⟨S²⟩**: 2.030
**HOMO level (alpha / beta)**: -5.81 / -9.97 eV
**2S+1**: 3
**LUMO energy (alpha / beta)**: 0.660 / -2.701 eV

Cartesian coordinates (Å):
1 C 2.37 -2.10 0.04
2 C 1.35 -1.56 0.43
3 C -1.36 0.99 0.60
4 C -0.05 0.42 0.27
5 C 0.17 -0.82 0.74
6 C 0.75 1.19 -0.83
7 O -2.29 0.10 1.28
8 O -2.24 -0.75 -1.17
9 S -2.76 0.29 -0.32
10 H 3.21 -2.67 -0.30
11 H -1.52 2.11 0.86
12 H -0.43 -1.11 1.59
13 H 1.33 1.92 -0.40
14 H 0.04 1.64 -1.52
15 H 1.41 0.36 -1.28